[1]
# C42H32AsN2O2PRu

A structure of composition C42H32AsN2O2PRu at a distorted geometry (ωB97M-V with the def2-TZVPD basis set, the OMol25 dataset).

⟨S²⟩: 6.050
Frontier orbital gap (alpha / beta): 7.46 / 3.79 eV
ΔE to the lowest compared entry with this formula, charge and spin: 0.665 eV
E_tot: -123839.9745 eV
Net charge: +2
Max |F|: 4.1 eV Å⁻¹
HOMO energy (alpha / beta): -13.4 / -13.6 eV
Spin multiplicity: 5

Atoms and positions in Å:
1 Ru -1.274 -1.479 0.300
2 O -2.437 -5.264 1.171
3 C -1.985 -4.317 0.608
4 O -1.874 -3.126 1.251
5 C -1.419 -4.184 -0.828
6 C -1.232 -5.221 -1.714
7 C -0.810 -5.035 -3.018
8 C -0.697 -3.686 -3.431
9 C -0.872 -2.657 -2.516
10 N -1.260 -2.906 -1.242
11 H -1.527 -6.223 -1.327
12 H -0.628 -5.903 -3.605
13 H -0.486 -3.429 -4.423
14 H -0.685 -1.596 -2.799
15 C -2.115 0.177 6.055
16 C -1.986 1.064 5.023
17 C -1.400 0.670 3.874
18 C -0.902 -0.587 3.774
19 C -1.013 -1.587 4.827
20 C -1.660 -1.142 5.975
21 As 0.093 -0.907 2.191
22 C 1.274 -2.401 2.207
23 C 0.870 -3.743 2.365
24 C 1.881 -4.646 2.120
25 C 3.188 -4.316 1.773
26 C 3.520 -3.002 1.809
27 C 2.560 -1.967 2.046
28 C 2.740 -0.501 1.935
29 C 4.013 0.160 1.774
30 C 4.005 1.539 1.711
31 C 2.850 2.295 1.723
32 C 1.642 1.739 1.860
33 C 1.605 0.314 1.892
34 H -2.510 0.566 6.963
35 H -2.173 2.158 5.108
36 H -1.423 1.347 3.014
37 H -0.615 -2.589 4.678
38 H -1.892 -1.872 6.814
39 H -0.092 -4.113 2.633
40 H 1.642 -5.677 2.143
41 H 3.872 -5.019 1.467
42 H 4.579 -2.794 1.640
43 H 4.951 -0.393 1.718
44 H 4.871 2.053 1.431
45 H 2.885 3.393 1.638
46 H 0.756 2.309 2.011
47 N -0.878 0.080 -0.636
48 P -0.619 1.337 -1.590
49 C 0.779 1.233 -2.628
50 C 0.798 1.254 -4.058
51 C 2.036 1.149 -4.690
52 C 3.219 1.110 -4.000
53 C 3.194 1.143 -2.615
54 C 1.941 1.083 -1.947
55 C -0.344 2.902 -0.620
56 C -1.288 3.255 0.344
57 C -1.077 4.521 1.002
58 C -0.094 5.395 0.560
59 C 0.858 5.008 -0.353
60 C 0.751 3.705 -0.930
61 C -2.104 1.641 -2.460
62 C -3.029 0.622 -2.592
63 C -4.258 0.799 -3.247
64 C -4.543 2.058 -3.819
65 C -3.667 3.095 -3.573
66 C -2.459 2.876 -2.947
67 H -0.122 1.381 -4.635
68 H 2.047 1.095 -5.753
69 H 4.151 1.086 -4.577
70 H 4.060 1.054 -2.056
71 H 1.821 0.987 -0.875
72 H -2.135 2.596 0.573
73 H -1.768 4.828 1.786
74 H -0.023 6.456 0.922
75 H 1.543 5.668 -0.758
76 H 1.489 3.434 -1.718
77 H -2.846 -0.368 -2.103
78 H -4.966 -0.015 -3.398
79 H -5.486 2.170 -4.381
80 H -3.898 4.059 -4.035
81 H -1.914 3.798 -2.808

Löwdin atomic charge list, values in e, 2 entries: atom 1 (Ru): 1.098, atom 2 (O): 0.146

***

[2]
# C42H32AsN3O6P2SSe2V

A structure of composition C42H32AsN3O6P2SSe2V at a distorted geometry (ωB97M-V with the def2-TZVPD basis set, the OMol25 dataset).

⟨S²⟩: 2.018
Frontier orbital gap (alpha / beta): 7.75 / 7.88 eV
ΔE to the lowest compared entry with this formula, charge and spin: 1.050 eV
E_tot: -307465.2830 eV
Net charge: -1
Max |F|: 2.3 eV Å⁻¹
HOMO energy (alpha / beta): -5.4 / -5.6 eV
Spin multiplicity: 3

Atoms and positions in Å:
1 V 1.142 -1.173 -2.212
2 O -2.254 -0.246 -3.636
3 As -1.475 0.219 -2.128
4 O -2.567 0.610 -0.978
5 O -0.677 -1.230 -1.652
6 C -0.507 1.781 -2.788
7 C -1.232 2.905 -2.416
8 C -0.762 4.184 -2.713
9 C 0.426 4.341 -3.380
10 C 1.160 3.224 -3.767
11 C 0.713 1.957 -3.467
12 S 1.755 0.621 -3.995
13 O 2.475 1.015 -5.159
14 O 0.756 -0.477 -4.142
15 O 2.573 0.198 -2.817
16 H -2.607 -1.132 -3.546
17 H -2.152 2.778 -1.854
18 H -1.330 5.050 -2.395
19 H 0.802 5.332 -3.599
20 H 2.094 3.337 -4.298
21 Se 1.624 3.965 3.486
22 P 0.113 2.918 2.435
23 C -1.035 2.082 3.554
24 C -1.524 0.820 3.316
25 C -2.424 0.218 4.183
26 C -2.840 0.903 5.309
27 C -2.362 2.187 5.553
28 C -1.466 2.776 4.687
29 C -1.015 3.971 1.472
30 C -0.798 5.337 1.404
31 C -1.597 6.126 0.590
32 C -2.596 5.544 -0.171
33 C -2.807 4.171 -0.112
34 C -2.022 3.387 0.709
35 C 0.738 1.827 1.133
36 C 0.826 0.512 0.660
37 N 1.299 0.607 -0.598
38 N 1.510 1.879 -0.855
39 N 1.176 2.625 0.144
40 P 0.957 -1.139 1.379
41 Se 1.998 -2.353 -0.038
42 C -0.605 -1.956 1.791
43 C -1.757 -1.621 1.082
44 C -2.929 -2.331 1.293
45 C -2.958 -3.380 2.197
46 C -1.808 -3.729 2.892
47 C -0.633 -3.024 2.686
48 C 1.882 -0.853 2.905
49 C 1.291 -0.882 4.163
50 C 2.023 -0.524 5.287
51 C 3.343 -0.134 5.152
52 C 3.936 -0.104 3.900
53 C 3.213 -0.460 2.780
54 H -1.220 0.295 2.420
55 H -2.793 -0.773 3.964
56 H -3.539 0.446 5.995
57 H -2.690 2.727 6.430
58 H -1.076 3.767 4.888
59 H 0.006 5.768 1.986
60 H -1.423 7.192 0.540
61 H -3.207 6.156 -0.819
62 H -3.563 3.703 -0.723
63 H -2.183 2.317 0.721
64 H -1.765 -0.810 0.359
65 H -3.814 -2.058 0.737
66 H -3.873 -3.935 2.354
67 H -1.822 -4.557 3.587
68 H 0.262 -3.330 3.204
69 H 0.257 -1.154 4.277
70 H 1.552 -0.538 6.257
71 H 3.909 0.164 6.024
72 H 4.963 0.206 3.796
73 H 3.674 -0.428 1.799
74 C -0.184 -5.906 -5.115
75 C -0.860 -4.905 -4.382
76 C -0.148 -3.947 -3.720
77 C 1.269 -3.923 -3.745
78 C 2.000 -2.902 -3.060
79 C 3.367 -2.976 -3.104
80 C 4.048 -4.007 -3.796
81 C 3.351 -4.966 -4.465
82 C 1.934 -4.942 -4.456
83 C 1.177 -5.922 -5.144
84 H -0.750 -6.658 -5.650
85 H -1.939 -4.902 -4.341
86 H -0.672 -3.183 -3.143
87 H 3.967 -2.219 -2.604
88 H 5.131 -4.023 -3.795
89 H 3.859 -5.754 -5.006
90 H 1.706 -6.686 -5.696

Löwdin atomic charge list, values in e, 2 entries: atom 1 (V): 0.642, atom 2 (O): -0.224

***

[3]
# C42H32Cl5LuP2

A structure of composition C42H32Cl5LuP2 at a distorted geometry (ωB97M-V with the def2-TZVPD basis set, the OMol25 dataset).

Frontier orbital gap (alpha / beta): 4.47 / 4.68 eV
ΔE to the lowest compared entry with this formula, charge and spin: 0.091 eV
E_tot: -158864.9632 eV
Net charge: +2
Max |F|: 1.3 eV Å⁻¹
HOMO energy (alpha / beta): -10.5 / -10.7 eV

Atoms and positions in Å:
1 C 0.801 -1.092 -2.912
2 C -0.232 -1.624 -2.104
3 C -1.544 -1.721 -2.615
4 C -1.805 -1.320 -3.922
5 C -0.764 -0.876 -4.740
6 C 0.529 -0.745 -4.230
7 P 0.197 -2.314 -0.502
8 C -1.170 -3.281 0.151
9 C -2.318 -2.568 0.573
10 C -3.282 -3.254 1.312
11 C -3.159 -4.626 1.536
12 C -2.075 -5.337 1.004
13 C -1.068 -4.668 0.317
14 Lu -1.110 0.006 0.729
15 P 0.204 2.487 -0.011
16 C -1.132 2.219 -1.192
17 C -0.932 2.445 -2.566
18 C -1.962 2.231 -3.473
19 C -3.181 1.706 -3.042
20 C -3.382 1.388 -1.702
21 C -2.396 1.703 -0.749
22 C 0.061 3.928 1.058
23 C 0.995 3.985 2.110
24 C 0.742 4.786 3.220
25 C -0.389 5.609 3.238
26 C -1.278 5.606 2.158
27 C -1.065 4.764 1.064
28 C 1.756 2.582 -0.907
29 C 2.682 1.519 -0.916
30 C 3.877 1.660 -1.618
31 C 4.157 2.830 -2.337
32 C 3.216 3.866 -2.369
33 C 2.022 3.745 -1.661
34 C 1.826 -3.045 -0.475
35 C 2.198 -4.029 -1.407
36 C 3.461 -4.618 -1.311
37 C 4.345 -4.232 -0.297
38 C 3.983 -3.230 0.607
39 C 2.735 -2.627 0.518
40 H 1.899 3.371 2.059
41 H 1.429 4.777 4.068
42 H -0.569 6.260 4.094
43 H -2.148 6.260 2.167
44 H -1.751 4.755 0.213
45 H 0.042 2.799 -2.915
46 H -1.803 2.449 -4.527
47 H -3.975 1.533 -3.771
48 H -4.313 0.922 -1.374
49 H -2.677 1.755 0.330
50 H 2.455 0.597 -0.369
51 H 4.608 0.849 -1.609
52 H 5.102 2.934 -2.870
53 H 3.409 4.770 -2.943
54 H 1.289 4.556 -1.687
55 H 1.497 -4.327 -2.189
56 H 3.744 -5.396 -2.016
57 H 5.309 -4.732 -0.193
58 H 4.666 -2.934 1.407
59 H 2.445 -1.854 1.228
60 H -2.565 -1.552 0.152
61 H -4.153 -2.714 1.695
62 H -3.922 -5.156 2.111
63 H -2.023 -6.422 1.115
64 H -0.218 -5.197 -0.112
65 H -2.355 -2.113 -1.995
66 H -2.830 -1.358 -4.305
67 H -0.972 -0.623 -5.782
68 H 1.330 -0.365 -4.866
69 H 1.807 -0.977 -2.502
70 H 0.103 1.528 1.128
71 H 0.378 -1.301 0.544
72 Cl 0.506 -2.984 2.943
73 C -0.299 -1.673 3.735
74 C -0.821 -0.628 2.967
75 C -1.489 0.388 3.642
76 Cl -2.170 1.681 2.602
77 C -1.640 0.421 5.032
78 Cl -2.478 1.718 5.785
79 C -1.080 -0.631 5.798
80 Cl -1.212 -0.624 7.492
81 C -0.400 -1.681 5.137
82 Cl 0.303 -2.943 6.046

Löwdin atomic charge list, values in e, 2 entries: atom 1 (C): -0.071, atom 2 (C): -0.336